[1]
The following is a quantum chemistry calculation of C35H51F2IrN3PS as an isolated structure in a non-equilibrium geometry, from the Open Molecules 2025 dataset.

⟨S²⟩ ... 0.756
Frontier orbital gap (alpha / beta) ... 6.6390 / 5.1570 eV
Net charge ... +3
2S+1 ... 2

Last column: Löwdin spin population.
CARTESIAN COORDINATES (ANGSTROEM)
Ir  -0.497  -0.929  0.526  0.69
S  -0.193  -5.494  0.855  0.01
P  -2.993  -1.035  0.270  0.09
F  0.966  0.351  2.494  0.00
F  1.275  -1.797  2.429  0.00
N  -0.193  -3.018  0.210  0.02
N  -0.292  1.142  0.000  0.01
N  1.570  -0.638  -0.137  0.06
C  1.186  3.001  -0.013  0.00
C  -1.162  3.366  0.010  0.00
C  2.011  0.632  -0.058  0.00
C  -2.931  -1.026  3.091  0.01
C  0.166  -5.088  -0.793  0.00
C  -4.407  0.143  0.016  0.00
C  -4.663  -2.539  2.027  0.02
C  -0.336  6.056  -1.155  0.00
C  0.333  5.408  0.069  0.00
C  -0.322  5.921  1.368  0.00
C  -3.109  -2.273  -1.087  0.01
C  -1.329  2.005  0.013  0.00
C  3.356  0.924  0.009  0.00
C  0.350  -0.829  2.466  0.00
C  6.124  1.670  0.106  0.00
C  -4.392  0.852  -1.342  0.00
C  0.461  -5.953  -1.846  0.00
C  -3.269  -1.918  1.880  0.05
C  0.751  -4.009  -3.254  0.00
C  -4.604  1.155  1.149  0.00
C  4.311  -0.094  -0.022  0.00
C  -0.363  -3.853  1.213  0.01
C  -4.518  -2.690  -1.510  0.00
C  3.828  -1.403  -0.117  0.00
C  2.475  -1.636  -0.154  0.01
C  0.145  -3.700  -0.969  0.00
C  0.127  3.910  0.016  0.00
C  0.955  1.642  -0.024  0.00
C  0.738  -5.400  -3.076  0.00
C  6.502  -0.447  -1.147  0.00
C  -2.297  -1.752  -2.286  0.00
C  0.472  -3.153  -2.212  0.00
C  1.813  5.798  0.092  0.00
C  6.315  -0.468  1.373  0.00
C  5.797  0.173  0.071  0.00
H  0.532  -2.081  -2.342  0.00
H  6.134  -1.544  1.396  0.00
H  -3.580  1.573  -1.427  0.00
H  3.673  1.950  0.108  0.00
H  -4.424  -3.466  -2.271  0.00
H  -0.175  7.132  -1.124  0.00
H  5.835  -0.025  2.248  0.00
H  -2.852  -1.009  -2.856  0.00
H  -1.412  5.878  -1.178  0.00
H  0.091  5.678  -2.086  0.00
H  -0.584  -3.536  2.221  0.00
H  2.102  -2.645  -0.195  0.00
H  -5.083  -1.871  -1.953  0.00
H  -5.239  -0.570  0.028  0.00
H  6.387  -1.532  -1.179  0.00
H  -5.455  -1.796  1.929  0.00
H  -2.597  -3.149  -0.675  0.00
H  -5.326  1.406  -1.447  0.00
H  -2.037  4.001  0.011  0.00
H  4.500  -2.249  -0.144  0.00
H  -0.179  6.998  1.439  0.00
H  7.389  -0.303  1.452  0.00
H  -4.333  0.170  -2.184  0.00
H  0.476  -7.025  -1.699  0.00
H  -2.623  -1.646  3.935  0.00
H  -0.281  -0.945  3.350  0.00
H  7.568  -0.229  -1.095  0.00
H  2.330  5.375  0.956  0.00
H  1.894  6.881  0.168  0.00
H  0.134  5.460  2.247  0.00
H  -2.134  -0.312  2.879  0.00
H  -1.357  -1.279  -1.969  0.00
H  5.786  2.175  -0.802  0.00
H  2.322  5.503  -0.829  0.00
H  5.693  2.155  0.986  0.00
H  -3.799  -0.461  3.420  0.00
H  -5.099  -3.108  -0.692  0.00
H  2.201  3.366  -0.034  0.00
H  -4.741  -2.969  3.028  0.00
H  7.203  1.798  0.167  0.00
H  6.116  -0.037  -2.083  0.00
H  -2.312  1.575  0.025  0.00
H  -1.394  5.722  1.389  0.00
H  -3.772  1.853  1.236  0.00
H  -4.837  -3.343  1.316  0.00
H  -5.495  1.743  0.930  0.00
H  0.988  -3.601  -4.228  0.00
H  -2.536  -2.729  1.833  0.00
H  0.965  -6.050  -3.910  0.00
H  -4.763  0.682  2.114  0.00
H  -2.055  -2.569  -2.963  0.00

=====

[2]
The following is a quantum chemistry calculation of C35H52AsCrOP3S as an isolated structure in a non-equilibrium geometry, from the Open Molecules 2025 dataset.

⟨S²⟩ ... 3.878
Frontier orbital gap (alpha / beta) ... 4.2239 / 5.0315 eV
Net charge ... +3
2S+1 ... 4

Last column: Löwdin spin population.
CARTESIAN COORDINATES (ANGSTROEM)
As  2.003  -1.760  2.885  0.00
Cr  -0.630  1.092  -1.317  3.01
S  -2.019  2.288  -0.149  0.03
P  1.430  1.894  -0.863  -0.01
P  -1.468  1.555  -3.319  -0.02
P  -0.462  -1.283  -1.259  -0.03
O  1.291  -0.686  1.784  0.00
C  3.876  -5.496  2.207  0.00
C  5.345  0.353  5.479  0.00
C  -5.530  4.758  1.172  -0.01
C  1.084  -1.654  -2.132  0.02
C  1.503  3.196  0.404  -0.01
C  0.499  -2.518  3.883  0.00
C  3.339  -0.838  3.942  0.00
C  -0.028  -3.781  3.547  0.00
C  -3.248  3.257  0.505  0.01
C  -0.380  -2.561  0.078  -0.01
C  5.607  -0.002  4.154  0.00
C  -0.176  -1.710  4.811  0.00
C  2.140  2.687  -2.350  0.01
C  -5.590  3.376  1.216  0.00
C  4.323  -5.426  0.887  0.00
C  -2.570  -0.486  2.644  0.00
C  3.190  -4.430  2.785  0.00
C  -3.176  1.147  -3.471  -0.01
C  -1.264  -4.185  4.083  0.00
C  -1.610  0.200  3.326  0.00
C  2.935  -3.284  2.031  0.00
C  -4.321  5.419  0.886  0.00
C  -0.548  0.708  -4.565  0.01
C  -1.821  -1.931  -2.274  0.00
C  -1.981  -3.332  4.940  0.00
C  4.082  0.136  6.029  0.00
C  -3.159  4.701  0.591  0.00
C  2.792  0.834  -0.282  0.01
C  4.601  -0.592  3.374  0.00
C  -1.430  -2.102  5.306  0.00
C  -4.458  2.616  0.903  0.00
C  3.072  -0.472  5.268  0.00
C  -1.362  3.338  -3.542  0.00
C  3.433  -3.173  0.740  0.00
C  4.108  -4.257  0.166  0.00
H  -1.653  -5.179  3.840  0.00
H  0.536  -4.435  2.872  0.00
H  -6.535  2.904  1.481  0.00
H  0.958  -2.560  -2.744  0.00
H  2.372  0.174  0.502  0.00
H  -2.761  -1.691  -1.770  0.00
H  3.079  3.229  -2.141  0.00
H  -0.684  3.893  -2.869  0.00
H  6.132  0.759  6.099  0.00
H  -6.450  5.317  1.353  0.00
H  -1.057  3.473  -4.594  0.00
H  3.177  0.201  -1.090  0.00
H  3.648  1.412  0.107  0.00
H  -0.858  -3.496  -0.269  0.00
H  -1.715  -3.021  -2.309  0.00
H  4.463  -4.166  -0.850  0.00
H  1.329  2.771  1.408  0.00
H  -1.881  -1.489  -3.269  0.00
H  -2.268  -1.359  2.072  0.00
H  -0.944  1.417  0.515  0.01
H  -3.281  1.323  -4.562  0.00
H  0.477  1.109  -4.636  0.00
H  -1.061  0.967  -5.486  0.00
H  -3.462  0.107  -3.196  0.00
H  2.348  1.905  -3.095  0.00
H  -0.572  0.144  2.892  0.00
H  3.855  0.394  7.062  0.00
H  -4.392  6.515  0.897  0.00
H  -2.379  3.728  -3.387  0.00
H  6.597  0.145  3.724  0.00
H  3.316  -2.241  0.200  0.00
H  -3.576  -0.115  2.508  0.00
H  4.083  -6.376  2.804  0.00
H  4.875  -6.259  0.451  0.00
H  2.879  -4.455  3.823  0.00
H  -0.485  -0.393  -4.474  0.00
H  0.258  -0.735  5.071  0.00
H  0.717  3.939  0.205  0.00
H  -0.889  -2.173  0.970  0.00
H  4.781  -0.884  2.332  0.00
H  0.659  -2.789  0.369  0.00
H  -1.782  0.879  4.199  0.00
H  -1.970  -1.392  5.940  0.00
H  2.490  3.689  0.393  0.00
H  2.089  -0.693  5.691  0.00
H  1.347  -0.792  -2.762  0.00
H  1.895  -1.817  -1.405  0.00
H  1.408  3.381  -2.785  0.00
H  -2.214  5.245  0.434  0.00
H  -3.820  1.832  -2.889  0.00
H  -2.949  -3.627  5.351  0.00
H  -4.532  1.519  0.971  0.00

=====

[3]
The following is a quantum chemistry calculation of C35H52AsInP3S as an isolated structure in a non-equilibrium geometry, from the Open Molecules 2025 dataset.

Frontier orbital gap ... 4.7438 eV
Net charge ... +3

Last column: Löwdin charge in e.
CARTESIAN COORDINATES (ANGSTROEM)
In  0.831  -0.180  -0.984  0.51
As  -2.297  -0.337  0.747  1.30
S  3.819  1.067  -1.586  0.75
P  1.094  -2.649  0.076  0.75
P  -0.706  -1.262  -2.925  0.73
P  0.629  2.435  -1.084  0.77
C  7.837  3.263  -1.363  -0.04
C  -3.416  1.250  2.877  -0.09
C  -4.033  1.293  -0.861  -0.16
C  -2.222  0.913  2.254  -0.43
C  6.029  2.156  -2.504  -0.14
C  -5.230  1.836  -1.325  -0.06
C  -2.192  2.726  4.362  -0.04
C  5.150  -0.541  1.636  -0.07
C  -0.990  1.441  2.696  -0.15
C  -2.886  -3.213  3.767  -0.05
C  -2.537  -2.034  3.097  -0.10
C  -0.997  2.342  3.750  -0.08
C  -3.995  -4.040  1.769  -0.06
C  -3.411  2.162  3.944  -0.03
C  0.452  -1.644  -4.315  -0.24
C  2.113  -2.698  1.590  -0.23
C  1.216  2.843  -2.798  -0.24
C  -0.979  3.270  -0.995  -0.22
C  -1.741  -2.763  -2.712  -0.22
C  7.204  2.871  -2.534  -0.05
C  -2.894  -1.894  1.749  -0.44
C  4.380  0.021  2.591  -0.05
C  -6.452  1.263  -0.938  -0.04
C  -6.476  0.191  -0.042  -0.04
C  -4.059  0.218  0.043  -0.39
C  1.583  3.118  0.322  -0.23
C  2.147  -3.677  -1.017  -0.23
C  -5.275  -0.309  0.483  -0.11
C  5.419  1.818  -1.292  -0.54
C  -3.639  -2.883  1.080  -0.16
C  6.051  2.200  -0.085  -0.09
C  -0.205  -3.867  0.498  -0.20
C  7.272  2.901  -0.144  -0.04
C  -3.601  -4.217  3.098  -0.05
C  -1.915  -0.037  -3.573  -0.23
H  -0.060  2.751  4.119  0.11
H  2.321  -4.634  -0.501  0.08
H  8.706  3.911  -1.383  0.12
H  1.125  -2.461  -4.001  0.05
H  -1.483  3.012  -0.051  0.05
H  -0.872  4.359  -1.035  0.09
H  2.290  3.887  -0.002  0.08
H  2.150  2.340  0.859  0.04
H  5.529  1.844  -3.406  0.10
H  -7.413  -0.275  0.276  0.13
H  -1.029  -3.872  -0.227  0.03
H  -0.062  1.139  2.214  0.07
H  1.077  -0.758  -4.511  0.05
H  -5.208  2.701  -1.988  0.12
H  3.109  -3.182  -1.192  0.07
H  -2.471  -0.432  -4.441  0.08
H  -1.098  -3.607  -2.427  0.04
H  0.366  2.920  -3.508  0.07
H  3.447  -0.470  2.940  0.04
H  7.785  3.222  0.764  0.12
H  1.649  -3.871  -1.977  0.05
H  2.896  -1.929  1.604  0.00
H  1.458  -2.562  2.463  0.07
H  7.620  3.167  -3.479  0.12
H  -7.390  1.648  -1.335  0.12
H  5.586  1.931  0.870  0.08
H  -3.075  1.717  -1.172  0.04
H  5.219  -1.600  1.443  0.06
H  2.581  -3.696  1.632  0.08
H  5.914  0.089  1.184  0.03
H  0.873  3.595  1.014  0.06
H  0.264  -4.861  0.479  0.09
H  1.914  2.052  -3.121  -0.01
H  -4.601  -4.794  1.267  0.12
H  -1.580  2.967  -1.867  0.05
H  -5.289  -1.093  1.243  0.10
H  -1.377  0.879  -3.867  0.05
H  -4.362  2.408  4.426  0.13
H  -0.610  -3.674  1.501  0.06
H  -2.033  -1.213  3.608  0.10
H  -0.056  -1.935  -5.254  0.08
H  -2.615  -3.311  4.824  0.12
H  -3.877  -5.122  3.641  0.12
H  -2.297  -3.024  -3.628  0.09
H  3.364  0.435  -0.415  -0.16
H  -2.472  -2.598  -1.907  0.04
H  1.765  3.795  -2.820  0.08
H  -2.209  3.449  5.176  0.12
H  4.435  1.090  2.806  0.06
H  -3.982  -2.710  0.060  0.10
H  -4.362  0.807  2.532  0.11
H  -2.642  0.215  -2.782  0.03

=====

[4]
The following is a quantum chemistry calculation of a 2-piece molecular cluster, C35H52B2NO9 overall, from the Open Molecules 2025 dataset.

Frontier orbital gap ... 2.4524 eV
Net charge ... -1

Last column: Löwdin charge in e.
CARTESIAN COORDINATES (ANGSTROEM)
O  -5.652  -3.411  4.431  0.16
O  -2.820  -3.048  3.711  0.16
O  5.591  2.263  -1.461  -0.30
O  -5.467  1.656  -0.098  0.14
O  -4.287  -0.495  4.002  0.15
O  -7.912  0.168  -0.545  0.08
O  -8.662  -3.183  -0.357  -0.16
O  -6.586  -1.615  5.676  0.17
O  -0.620  -2.154  3.583  0.18
N  6.687  3.029  -1.031  -0.20
C  6.561  4.447  0.937  -0.05
C  -5.250  0.608  0.462  -0.26
C  -5.953  -0.814  2.356  -0.05
C  -8.317  -4.306  -2.478  -0.07
C  -8.584  -4.462  -0.983  -0.25
C  9.003  3.679  -1.324  -0.16
C  -7.597  -0.387  0.657  -0.19
C  -3.881  0.005  0.565  -0.06
C  3.861  -1.515  -0.646  -0.21
C  -6.311  -0.200  1.156  0.01
C  3.532  -2.368  0.584  -0.28
C  -0.758  -0.505  -1.534  -0.14
C  -9.937  -2.870  0.168  -0.20
C  -8.498  -1.187  1.370  -0.14
C  4.877  4.720  -0.862  -0.07
C  -6.830  -1.581  3.102  -0.01
C  -3.544  -0.662  1.743  -0.05
C  -9.880  -1.482  0.839  -0.09
C  -8.111  -1.754  2.579  0.04
C  2.953  0.694  -1.639  -0.21
C  -1.735  -0.550  -0.384  -0.18
C  1.640  0.121  -2.192  -0.20
C  4.292  -3.690  0.623  -0.13
C  6.338  4.384  -0.587  -0.53
C  -4.555  -0.645  2.824  -0.26
C  8.694  5.184  -1.285  -0.19
C  7.190  5.474  -1.256  -0.16
C  8.268  1.352  -1.694  -0.06
C  3.571  -0.018  -0.441  -0.22
C  -1.429  -1.224  0.799  0.04
C  -2.980  0.065  -0.487  0.06
C  7.855  2.815  -1.857  -0.56
C  0.707  -0.376  -1.085  -0.21
C  7.642  3.078  -3.362  -0.04
C  -2.319  -1.313  1.871  0.00
B  -6.331  -2.216  4.467  -0.62
B  -1.909  -2.196  3.108  -0.58
H  4.523  0.497  -0.280  0.09
H  -9.507  -5.011  -0.790  0.11
H  -10.206  -3.618  0.922  0.12
H  9.232  1.166  -2.184  0.07
H  -10.663  -2.863  -0.650  0.13
H  -8.811  0.507  -0.534  0.11
H  1.038  -1.359  -0.744  0.09
H  1.835  -0.720  -2.863  0.10
H  2.993  0.131  0.476  0.10
H  5.941  3.692  1.423  0.08
H  -1.023  0.313  -2.202  0.11
H  -8.816  -2.361  3.136  0.13
H  -9.234  -4.376  -3.060  0.07
H  5.367  -3.515  0.567  0.07
H  -3.263  0.577  -1.399  0.13
H  8.556  2.862  -3.927  0.07
H  -6.374  -0.676  5.630  0.11
H  9.243  3.328  -0.315  0.10
H  8.362  1.110  -0.634  0.08
H  4.917  -1.668  -0.876  0.11
H  -0.478  -1.731  0.902  0.12
H  -4.830  -3.348  4.936  0.10
H  4.103  -4.224  1.558  0.06
H  -3.430  -3.403  3.054  0.11
H  7.520  0.692  -2.133  0.07
H  -7.595  -5.036  -2.838  0.07
H  2.460  -2.594  0.601  0.09
H  7.363  4.112  -3.567  0.06
H  3.269  -1.903  -1.480  0.10
H  9.904  3.507  -1.922  0.10
H  4.213  4.011  -0.372  0.07
H  7.603  4.240  1.188  0.06
H  6.838  5.607  -2.282  0.09
H  6.846  2.433  -3.735  0.07
H  9.188  5.637  -0.421  0.09
H  9.126  5.673  -2.163  0.10
H  3.995  -4.349  -0.194  0.07
H  4.660  5.725  -0.480  0.07
H  -10.575  -1.482  1.676  0.12
H  -0.864  -1.463  -2.050  0.13
H  1.113  0.915  -2.722  0.10
H  6.298  5.431  1.351  0.07
H  4.663  4.699  -1.931  0.08
H  -7.880  -3.321  -2.639  0.08
H  0.746  0.286  -0.217  0.13
H  -7.750  -4.985  -0.513  0.12
H  3.728  -1.811  1.504  0.11
H  7.004  6.433  -0.758  0.11
H  -10.175  -0.756  0.084  0.10
H  2.748  1.720  -1.324  0.11
H  -0.194  -3.015  3.568  0.11
H  3.725  0.768  -2.404  0.10